Computed, not measured: a 5-piece molecular cluster, C7H17N3O14S2 overall at a distorted geometry, with ωB97M-V with the def2-TZVPD basis set.

Properties
- LUMO energy (alpha / beta) (eV) = 2.2 / 2.2
- Kohn-Sham gap (alpha / beta) (Eh) = 0.087 / 0.223

ORCA input file:
```
! RIJCOSX wB97M-V def2-TZVPD def2/J DEFGRID3
* xyz -1 2
C -3.4143 0.8702 -2.3139
N -3.5211 2.2747 -2.6499
O -3.8189 3.0419 -1.7735
O -3.2860 2.7454 -3.7844
H -2.5210 0.3794 -2.7003
H -4.3954 0.4383 -2.5113
H -3.3491 0.7213 -1.2361
C -0.1328 -1.5838 -1.2962
N -1.3846 -1.8686 -0.4724
O -1.7976 -3.0354 -0.3356
O -1.9340 -0.8558 -0.1124
H 0.6069 -2.2636 -0.8734
H 0.2157 -0.5745 -1.0772
H -0.3830 -1.6418 -2.3555
C 0.5439 -5.6662 0.7431
N 1.8461 -5.0192 1.1466
O 2.3959 -5.3034 2.1899
O 2.1839 -4.1108 0.3861
H 0.3699 -6.5250 1.3914
H 0.7506 -6.0335 -0.2621
H -0.2703 -4.9418 0.7222
C 1.5159 0.5724 3.3697
C 3.0608 0.7368 3.3516
O 3.5634 0.0459 2.2127
S 2.6223 -1.1920 1.8935
O 2.9241 -2.2978 2.7710
O 2.5635 -1.3971 0.4370
O 1.2419 -0.4115 2.3493
H 0.9735 1.4891 3.1385
H 1.2304 0.0530 4.2845
H 3.4267 0.1581 4.1998
H 3.4114 1.7684 3.3815
C -0.7854 4.5786 -1.6944
C 0.1326 3.4465 -2.2577
O -0.0355 2.3217 -1.3847
S -0.8056 2.7186 0.0150
O 0.2257 2.7142 1.0370
O -2.0041 1.9038 0.1309
O -1.1640 4.2270 -0.4459
H -1.5912 4.9649 -2.3185
H -0.3003 5.5490 -1.7993
H 1.1849 3.7215 -2.1858
H -0.0962 3.2812 -3.3106
*
```

Mulliken population analysis, charges in e, atoms 1 to 2:
1 C -0.9905
2 N 0.8280



Computed, not measured: C7H17NO as an isolated structure at a distorted geometry, with ωB97M-V with the def2-TZVPD basis set.

Properties
- LUMO energy (eV) = 0.5
- energy above the lowest of the compared OMol25 structures with the same formula, charge and spin (kcal per mole) = 89.0
- Kohn-Sham gap (Eh) = 0.379

ORCA input file:
```
! RIJCOSX wB97M-V def2-TZVPD def2/J DEFGRID3
* xyz 0 1
C -2.1614 -0.1716 0.0816
C -0.9963 -0.6931 -0.8805
C -2.6467 -1.3810 0.7519
C -3.2264 0.8267 -0.5503
C -1.7826 0.9206 1.0487
C 4.6908 -0.1032 0.0651
C 4.2286 1.2550 -0.1866
H -0.1668 -0.8001 -0.1685
H -1.5186 -1.5341 -1.4038
H -0.6874 0.0372 -1.7067
H -3.9679 -1.4489 1.0354
H -2.5943 -2.1766 -0.1421
H -1.9728 -1.7169 1.6328
H -3.7492 1.2422 0.2742
H -3.7455 0.0874 -1.1543
H -2.8820 1.5749 -1.2980
H -1.5258 1.8207 0.3570
H -2.7840 1.0215 1.6610
H -0.9620 0.8842 1.8403
H 4.0401 -1.9803 -0.0807
H 2.8503 -0.8632 -0.7123
H 4.1836 1.8103 0.7775
H 3.1531 1.0628 -0.5417
H 4.7624 1.7789 -1.0789
N 3.8153 -1.0798 -0.3746
O 5.6456 -0.3736 0.7535
*
```

Mulliken population analysis, charges in e, atoms 1 to 2:
1 C 1.4497
2 C -1.3079



Computed, not measured: a 3-piece molecular cluster, C7H17NO overall at a distorted geometry, with ωB97M-V with the def2-TZVPD basis set.

Properties
- LUMO energy (eV) = 0.5
- energy above the lowest of the compared OMol25 structures with the same formula, charge and spin (kcal per mole) = 142.7
- Kohn-Sham gap (Eh) = 0.390

ORCA input file:
```
! RIJCOSX wB97M-V def2-TZVPD def2/J DEFGRID3
* xyz 0 1
C -1.8222 -2.0716 -0.1795
C -1.4595 -1.0178 0.7093
C -1.2627 0.3453 -0.0762
C -0.7122 1.3805 0.7139
C -0.4850 2.5897 -0.0889
C 2.2992 -0.2787 0.3229
C 2.1032 -1.3949 -0.5904
H -2.6072 -1.8066 -1.0048
H -1.0956 -2.4856 -0.9017
H -2.0241 -3.0375 0.5695
H -0.5980 -1.4761 1.3892
H -2.1403 -0.7753 1.4858
H -0.4678 0.2367 -0.8602
H -2.1801 0.5641 -0.4999
H 0.1180 1.1513 1.3633
H -1.4604 1.7111 1.5080
H -1.2555 2.4124 -1.1602
H -1.0436 3.8419 0.4371
H 0.5557 2.5443 -0.4940
H 2.4559 1.5939 0.1604
H 2.5235 0.8517 -1.5699
H 2.9062 -1.2821 -1.4017
H 1.0794 -1.5837 -0.9442
H 2.1116 -2.4438 0.0964
N 2.0178 0.8811 -0.5548
O 2.4436 -0.4503 1.5703
*
```

Mulliken population analysis, charges in e, atoms 1 to 2:
1 C -1.1004
2 C -0.4011



Computed, not measured: the molecule C7H17NO at a distorted geometry, with ωB97M-V with the def2-TZVPD basis set.

Properties
- SMILES = CCC(CC)[C@H](O)CN
- LUMO energy (eV) = 0.9
- energy above the lowest of the compared OMol25 structures with the same formula, charge and spin (kcal per mole) = 49.0
- Kohn-Sham gap (Eh) = 0.361

ORCA input file:
```
! RIJCOSX wB97M-V def2-TZVPD def2/J DEFGRID3
* xyz 0 1
C 2.0019 1.3829 1.3617
C 1.6456 1.3287 -0.1262
C 0.5122 0.3611 -0.5764
C 0.9202 -1.1204 -0.5358
C 1.2651 -1.8142 0.8196
C -0.8819 0.5769 0.0990
O -1.1409 -0.3833 1.0759
C -2.0240 0.6220 -0.8766
N -2.4223 -0.5923 -1.4674
H 2.6420 2.2374 1.6033
H 1.1031 1.5575 1.9484
H 2.4262 0.4167 1.6970
H 1.3958 2.2938 -0.4850
H 2.4387 0.8795 -0.7117
H 0.4392 0.6275 -1.5886
H 1.7102 -1.3455 -1.2289
H 0.1328 -1.7284 -0.9184
H 0.6909 -1.2414 1.6109
H 0.9241 -2.8141 0.9441
H 2.3448 -1.8418 1.1685
H -1.0070 1.5556 0.6815
H -0.7396 -1.1904 0.7690
H -2.9793 0.9340 -0.3474
H -1.7280 1.2490 -1.6752
H -2.6734 -1.3205 -0.7576
H -1.6712 -1.0793 -2.0373
*
```

Mulliken population analysis, charges in e, atoms 1 to 2:
1 C -1.0397
2 C -0.9979



Computed, not measured: the molecule C7H17NO at a distorted geometry, with ωB97M-V with the def2-TZVPD basis set.

Properties
- SMILES = CCC(C)(C)[C@](C)(N)O
- LUMO energy (eV) = 0.8
- energy above the lowest of the compared OMol25 structures with the same formula, charge and spin (kcal per mole) = 35.3
- Kohn-Sham gap (Eh) = 0.352

ORCA input file:
```
! RIJCOSX wB97M-V def2-TZVPD def2/J DEFGRID3
* xyz 0 1
C -2.6965 0.5341 -0.6596
C -1.2137 0.6700 -0.9547
C -0.1712 -0.2630 0.1239
C -0.3433 -1.7137 -0.3001
C -0.6113 -0.0486 1.5623
C 1.1665 0.3240 -0.2021
C 2.2756 -0.7321 0.6489
N 1.3296 1.6450 0.2884
O 1.4510 0.1851 -1.5664
H -3.2853 1.0330 -1.4333
H -3.0104 -0.5083 -0.6194
H -2.9526 1.0048 0.2890
H -0.9422 1.7254 -0.9235
H -0.9808 0.3015 -1.9532
H 0.1431 -2.3863 0.4033
H -1.4012 -1.9675 -0.3193
H 0.0703 -1.8768 -1.2916
H -1.6663 -0.2915 1.6686
H -0.4742 0.9734 1.9040
H -0.0586 -0.7000 2.2349
H 1.9629 -1.0980 1.6204
H 2.4912 -1.5664 -0.0111
H 3.1814 -0.1494 0.8142
H 1.3310 2.3806 -0.4080
H 2.1280 1.8884 0.8601
H 2.2769 0.6363 -1.7759
*
```

Mulliken population analysis, charges in e, atoms 1 to 2:
1 C -1.2528
2 C -0.6476



Computed, not measured: a 2-piece molecular cluster, C7H17NO overall at a distorted geometry, with ωB97M-V with the def2-TZVPD basis set.

Properties
- LUMO energy (eV) = 0.7
- energy above the lowest of the compared OMol25 structures with the same formula, charge and spin (kcal per mole) = 90.5
- Kohn-Sham gap (Eh) = 0.303

ORCA input file:
```
! RIJCOSX wB97M-V def2-TZVPD def2/J DEFGRID3
* xyz 0 1
C 1.0156 0.8392 0.6075
C 1.1366 -1.7053 0.3897
C 1.1081 -0.3278 -1.6388
C 2.4768 1.2414 0.5599
N 0.7010 -0.4464 -0.2274
O 0.1899 1.8054 0.1310
H -0.8021 1.2765 0.0694
H 0.7500 0.5087 1.6276
H 2.2255 -1.7840 0.3989
H 0.7652 -1.7484 1.4127
H 0.5860 -1.0855 -2.2228
H 2.1850 -0.4654 -1.7486
H 0.8220 0.6616 -1.9882
H 0.7252 -2.5434 -0.1734
H 2.6196 2.0788 1.2421
H 3.1361 0.4279 0.8691
H 2.7482 1.5763 -0.4407
C -2.7367 -0.0960 1.2398
C -1.9811 0.1884 -0.0353
C -2.6185 0.1485 -1.2102
H -0.4876 -0.3496 -0.1855
H -3.8013 -0.3084 1.0780
H -2.3047 -0.9485 1.7776
H -2.6675 0.7556 1.9233
H -3.6870 -0.0567 -1.3097
H -2.1045 0.3571 -2.1460
*
```

Mulliken population analysis, charges in e, atoms 1 to 2:
1 C 0.3855
2 C -0.9696



Computed, not measured: the molecule C7H17NO at a distorted geometry, with ωB97M-V with the def2-TZVPD basis set.

Properties
- SMILES = CC(C)[C@H](C)[C@@H](C)ON
- LUMO energy (eV) = 1.0
- energy above the lowest of the compared OMol25 structures with the same formula, charge and spin (kcal per mole) = 90.4
- Kohn-Sham gap (Eh) = 0.348

ORCA input file:
```
! RIJCOSX wB97M-V def2-TZVPD def2/J DEFGRID3
* xyz 0 1
C -1.9119 -1.8288 0.3092
C -1.4781 -0.3913 0.5574
C -2.1962 0.5871 -0.3555
C 0.3030 -0.2449 0.7399
C 0.6680 1.0050 1.5205
C 0.6653 -0.3302 -0.6783
C 0.6772 0.8930 -1.5660
O 2.2731 -0.8801 -0.3786
N 3.2226 0.1872 -0.2394
H -1.7242 -2.1409 -0.7216
H -2.9862 -1.9460 0.4972
H -1.3966 -2.5241 0.9789
H -1.7323 -0.1401 1.5925
H -2.0848 0.3210 -1.4102
H -1.8625 1.6156 -0.1955
H -3.2740 0.5764 -0.1499
H 0.5479 -1.1516 1.2944
H 0.8730 0.7538 2.5647
H 1.5572 1.4899 1.1125
H -0.1390 1.7429 1.5049
H 0.2969 -1.2182 -1.1868
H 1.6993 1.0909 -1.9084
H 0.0493 0.7443 -2.4476
H 0.3421 1.8021 -1.0632
H 3.7234 -0.0317 0.6242
H 3.8877 0.0188 -0.9954
*
```

Mulliken population analysis, charges in e, atoms 1 to 2:
1 C -1.4831
2 C 0.3232



Computed, not measured: the molecule C7H17NO2 at a distorted geometry, with ωB97M-V with the def2-TZVPD basis set.

Properties
- SMILES = CCOC(CNC)OCC
- LUMO energy (eV) = 1.1
- energy above the lowest of the compared OMol25 structures with the same formula, charge and spin (kcal per mole) = 47.9
- Kohn-Sham gap (Eh) = 0.360

ORCA input file:
```
! RIJCOSX wB97M-V def2-TZVPD def2/J DEFGRID3
* xyz 0 1
C 0.7748 0.2435 3.3826
C 1.1883 -0.4348 2.1090
O 0.8197 0.4665 1.0701
C 0.3729 -0.1889 -0.1483
C 1.2541 0.2799 -1.3475
N 0.7353 -0.2386 -2.6127
C 1.5279 0.0644 -3.8227
O -1.0187 0.1885 -0.3247
C -1.9524 -0.3474 0.6012
C -3.2996 0.3061 0.3837
H -0.3070 0.2607 3.5402
H 1.2447 -0.2312 4.2389
H 1.1611 1.2550 3.4054
H 0.7685 -1.4779 1.9914
H 2.2762 -0.5623 2.1250
H 0.4596 -1.2645 -0.0669
H 1.2389 1.3812 -1.3370
H 2.2796 -0.0545 -1.1623
H -0.2042 0.1281 -2.7384
H 2.4341 -0.5356 -3.8580
H 1.8304 1.1175 -3.8009
H 0.9497 -0.1555 -4.7336
H -1.6154 -0.2099 1.6387
H -2.0821 -1.4258 0.4705
H -3.6525 0.1456 -0.6800
H -3.9970 -0.0933 1.0587
H -3.1867 1.3832 0.6176
*
```

Mulliken population analysis, charges in e, atoms 1 to 2:
1 C -1.1602
2 C -0.1831